DFT (ωB97M-V with the def2-TZVPD basis set) results for a 11-piece molecular cluster, C72H153N7O22S4 overall at a distorted geometry.

The structure (SMILES) is CC1(C)CCCC(C)(C)N1O.CC1(C)CCCC(C)(C)N1O.CC1(C)CCCC(C)(C)N1O.CC1(C)CCCC(C)(C)N1O.CC1(C)CCCC(C)(C)N1O.CC1(C)CCCC(C)(C)N1O.CC1(C)CCCC(C)(C)N1O.CCOS(C)(=O)=O.O=S1(=O)OCCO1.O=S1(=O)OCCO1.O=S1(=O)OCCO1. The calculation puts the orbital gap at 8.455 eV. The calculation puts the calculated total energy at -175948.302 eV.

CARTESIAN COORDINATES (ANGSTROEM)
C -2.752 -2.301 0.687
C -3.442 -3.006 1.904
C -4.409 -1.968 2.444
C -4.322 -4.132 1.439
C -3.556 -5.336 0.987
C -2.607 -5.878 2.175
C -1.691 -4.668 2.681
C -1.231 -5.147 4.060
C -0.516 -4.374 1.765
N -2.523 -3.497 2.927
O -1.740 -2.442 3.519
H -1.756 -2.712 0.509
H -3.339 -2.497 -0.249
H -2.710 -1.229 0.791
H -5.153 -1.652 1.659
H -5.038 -2.391 3.224
H -3.924 -1.120 2.864
H -4.962 -4.394 2.276
H -4.981 -3.796 0.614
H -4.249 -6.160 0.656
H -2.969 -5.268 0.050
H -1.977 -6.714 1.848
H -3.298 -6.209 3.006
H -0.718 -6.163 3.918
H -2.141 -5.260 4.639
H -0.532 -4.457 4.584
H 0.125 -5.250 1.666
H 0.056 -3.491 2.168
H -0.805 -4.288 0.715
H -1.436 -1.872 2.786
C 3.201 2.984 5.686
C 2.871 4.351 5.164
C 4.113 4.921 4.413
C 1.773 4.280 4.109
C 0.423 3.768 4.671
C -0.025 4.673 5.838
C 1.096 4.974 6.900
C 0.649 6.282 7.571
C 1.128 3.894 8.056
N 2.414 5.324 6.196
O 3.424 5.476 7.219
H 3.941 2.994 6.432
H 2.317 2.409 5.881
H 3.664 2.370 4.924
H 3.937 6.063 4.248
H 5.094 4.920 4.958
H 4.404 4.369 3.466
H 1.611 5.328 3.758
H 2.154 3.705 3.285
H -0.379 3.656 3.933
H 0.557 2.699 4.951
H -0.866 4.149 6.358
H -0.332 5.657 5.556
H -0.371 6.165 7.987
H 0.612 7.134 6.881
H 1.344 6.546 8.383
H 1.017 2.929 7.620
H 0.304 4.043 8.723
H 2.054 3.953 8.605
H 3.688 6.392 7.031
C -3.225 2.199 1.541
C -3.950 2.243 0.170
C -2.903 1.971 -0.891
C -5.019 1.172 0.134
C -6.114 1.284 -0.879
C -6.691 2.653 -0.811
C -5.690 3.824 -1.025
C -5.072 3.932 -2.445
C -6.441 5.132 -0.744
N -4.669 3.534 0.043
O -3.646 4.541 -0.071
H -2.675 1.216 1.659
H -2.416 2.941 1.675
H -3.932 2.409 2.357
H -3.365 1.855 -1.900
H -2.106 2.681 -0.979
H -2.421 1.016 -0.662
H -4.621 0.165 0.174
H -5.472 1.251 1.122
H -5.685 1.142 -1.886
H -6.911 0.544 -0.709
H -7.186 2.836 0.130
H -7.510 2.796 -1.499
H -4.899 2.910 -2.828
H -4.176 4.543 -2.382
H -5.712 4.423 -3.102
H -5.810 5.958 -1.061
H -6.765 5.226 0.258
H -7.273 5.214 -1.553
H -3.817 5.053 0.724
C 2.459 -4.523 4.205
C 2.802 -3.851 5.518
C 1.723 -4.176 6.495
C 4.103 -4.431 6.013
C 4.741 -3.709 7.184
C 4.963 -2.267 6.859
C 3.728 -1.511 6.345
C 3.002 -1.117 7.656
C 4.105 -0.191 5.633
N 3.069 -2.371 5.315
O 1.776 -1.810 5.152
H 2.647 -3.794 3.412
H 3.187 -5.337 4.055
H 1.475 -5.002 4.328
H 0.661 -4.040 6.163
H 1.853 -5.257 6.750
H 1.712 -3.593 7.435
H 4.041 -5.520 6.236
H 4.898 -4.345 5.168
H 4.093 -3.902 8.063
H 5.735 -4.122 7.351
H 5.828 -2.068 6.227
H 5.240 -1.828 7.849
H 3.639 -0.426 8.244
H 2.923 -2.040 8.251
H 1.964 -0.743 7.401
H 4.706 0.461 6.269
H 3.198 0.350 5.378
H 4.756 -0.477 4.724
H 1.461 -2.134 4.276
C 2.343 -3.741 -3.032
C 3.577 -2.743 -3.303
C 3.530 -1.396 -2.565
C 4.905 -3.304 -2.975
C 5.300 -4.501 -3.845
C 5.358 -4.017 -5.265
C 3.999 -3.429 -5.770
C 4.275 -2.586 -7.011
C 2.969 -4.493 -6.101
N 3.685 -2.350 -4.714
O 2.435 -1.815 -5.016
H 1.489 -3.356 -3.518
H 2.568 -4.798 -3.299
H 2.067 -3.754 -1.983
H 2.515 -0.920 -2.527
H 3.832 -1.471 -1.481
H 4.223 -0.683 -3.035
H 5.689 -2.581 -3.057
H 4.801 -3.564 -1.894
H 6.236 -5.045 -3.478
H 4.551 -5.296 -3.691
H 5.725 -4.854 -5.836
H 6.095 -3.173 -5.365
H 3.427 -2.084 -7.415
H 4.628 -3.145 -7.932
H 5.101 -1.877 -6.854
H 1.967 -4.201 -6.399
H 2.850 -5.239 -5.295
H 3.320 -4.989 -7.011
H 2.642 -0.867 -5.200
C -0.698 -2.864 -5.331
C -2.030 -3.546 -5.390
C -2.055 -4.119 -6.821
C -2.112 -4.712 -4.376
C -2.466 -4.197 -2.991
C -3.828 -3.531 -3.058
C -3.763 -2.293 -3.945
C -5.245 -1.946 -4.105
C -3.009 -1.261 -3.209
N -3.206 -2.635 -5.253
O -2.933 -1.485 -5.986
H -0.529 -2.011 -6.006
H -0.484 -2.433 -4.382
H 0.168 -3.488 -5.605
H -1.383 -4.984 -6.784
H -3.067 -4.452 -7.060
H -1.764 -3.479 -7.678
H -2.909 -5.452 -4.660
H -1.237 -5.361 -4.290
H -2.429 -5.048 -2.362
H -1.716 -3.571 -2.559
H -4.178 -3.198 -2.099
H -4.647 -4.171 -3.375
H -5.462 -0.923 -4.420
H -5.741 -2.075 -3.097
H -5.681 -2.658 -4.774
H -3.539 -0.942 -2.344
H -2.781 -0.419 -3.949
H -2.022 -1.584 -2.898
H -3.414 -1.589 -6.836
C -2.114 3.495 -5.653
C -0.652 3.549 -5.194
C -0.199 4.948 -5.019
C -0.661 2.865 -3.806
C -0.874 1.342 -3.925
C 0.241 0.824 -4.818
C 0.267 1.448 -6.227
C 1.586 0.922 -6.851
C -0.891 0.949 -7.116
N 0.323 2.953 -6.098
O 0.044 3.514 -7.407
H -2.804 4.174 -5.125
H -2.212 3.661 -6.708
H -2.534 2.579 -5.384
H -0.214 5.537 -5.966
H -0.821 5.408 -4.245
H 0.852 4.884 -4.655
H 0.302 3.028 -3.182
H -1.420 3.319 -3.167
H -0.955 0.826 -2.982
H -1.801 1.136 -4.419
H 0.297 -0.280 -4.961
H 1.192 1.187 -4.360
H 1.371 -0.078 -7.254
H 2.463 0.784 -6.158
H 1.901 1.566 -7.692
H -0.777 -0.150 -7.227
H -0.845 1.402 -8.081
H -1.899 1.168 -6.743
H 0.872 3.935 -7.645
C 0.207 -0.984 -1.432
C 1.091 -0.092 -0.644
O 0.367 0.215 0.589
S 0.855 -0.380 1.927
C 1.907 0.873 2.486
O -0.359 -0.278 2.738
O 1.466 -1.652 1.763
H 0.435 -1.194 -2.525
H -0.744 -0.474 -1.216
H 0.203 -2.031 -0.996
H 2.067 -0.491 -0.411
H 1.055 0.885 -1.164
H 2.721 1.161 1.740
H 2.385 0.410 3.350
H 1.314 1.809 2.705
O -1.963 2.433 8.179
S -1.842 1.169 7.605
O -2.141 0.070 8.483
O -2.684 1.115 6.256
C -2.132 0.041 5.455
C -0.607 -0.044 5.823
O -0.397 1.062 6.853
H -2.567 -0.896 5.760
H -2.299 0.241 4.424
H 0.097 0.159 5.017
H -0.385 -0.973 6.366
O 3.634 2.063 -1.775
S 4.347 2.753 -2.797
O 5.472 3.516 -2.401
O 4.628 1.790 -3.988
C 4.651 2.631 -5.224
C 3.439 3.538 -4.989
O 3.255 3.620 -3.536
H 5.612 3.198 -5.273
H 4.462 2.090 -6.125
H 2.527 3.135 -5.315
H 3.507 4.555 -5.357
O 1.525 3.591 0.408
S 1.700 4.853 -0.248
O 3.002 5.238 -0.654
O 0.657 4.908 -1.481
C -0.669 5.554 -1.117
C -0.475 5.867 0.382
O 0.911 5.996 0.604
H -0.592 6.453 -1.665
H -1.498 4.870 -1.332
H -0.795 5.008 1.039
H -0.871 6.792 0.659

Atomic forces in eV per Å
-0.270 -1.143 -0.870
0.194 1.466 -0.930
-1.393 -0.270 0.017
-0.152 -0.531 -0.803
0.915 -2.913 0.110
-1.374 1.997 -0.840
-0.451 -1.295 0.235
1.256 -0.852 -0.182
0.569 -0.162 -0.136
-0.934 0.403 0.663
-0.630 -0.428 -0.794
-0.137 0.390 -0.045
0.418 0.172 0.772
0.242 0.440 0.225
1.001 -0.168 0.468
0.063 -0.171 0.304
0.453 0.849 0.161
-0.160 -0.275 0.126
0.288 0.100 0.465
0.300 0.607 0.725
0.023 0.848 0.503
-0.139 0.235 0.117
0.908 0.328 -0.755
-0.639 1.346 0.423
0.100 -0.135 0.374
-0.602 -0.418 -0.524
0.405 -0.064 0.682
-0.480 -1.012 -0.805
-0.168 0.622 0.111
0.163 -0.076 0.314
-0.236 -0.617 -1.295
0.807 0.527 -0.410
1.072 1.871 0.016
-1.355 1.200 0.298
0.664 -0.360 0.063
0.783 -1.846 0.969
-0.272 0.383 0.394
-0.024 0.294 0.485
0.683 0.867 -1.675
-0.990 -0.929 0.224
-0.214 0.391 -0.734
0.476 0.101 1.524
-0.398 -0.156 0.973
0.279 0.186 -0.744
0.156 -2.030 -0.263
-1.061 -0.268 0.201
-0.982 0.719 0.853
0.162 -0.658 -0.005
0.010 -0.315 -0.471
0.142 0.567 -0.277
-0.079 0.654 0.494
0.565 0.677 -0.185
-0.507 0.442 -0.932
0.538 -0.033 -0.071
0.132 -0.262 -0.081
-0.324 -0.093 -0.140
0.050 -0.883 -0.146
-0.514 0.234 0.308
0.317 0.034 0.182
0.101 -0.442 0.353
0.509 -0.297 0.239
0.364 0.250 -0.254
-0.433 -0.891 -1.429
-0.394 -0.747 1.817
0.360 -0.006 -0.909
-0.501 1.468 -0.714
0.122 -1.292 0.430
0.530 -1.670 1.587
-0.061 -0.115 -3.016
0.240 1.039 -0.129
-0.084 0.213 0.269
-0.957 0.844 0.034
-0.357 -0.058 -0.550
0.116 -0.462 -0.155
0.364 0.053 0.634
0.317 0.684 0.184
-0.081 -0.027 0.011
0.604 -0.155 -0.336
-0.443 0.017 0.203
-0.300 -0.288 0.116
0.441 0.054 -0.110
0.111 -0.058 0.753
-0.226 -0.101 -0.709
0.314 0.643 -0.073
0.322 -0.285 -0.054
-1.385 0.792 -1.146
0.292 0.310 0.501
-0.575 0.150 0.956
0.899 -0.375 1.779
0.172 0.211 0.044
0.521 -0.454 0.001
1.253 0.911 0.880
-1.934 -0.383 1.736
2.805 -0.586 -1.126
-0.566 -0.993 -0.321
0.369 1.444 1.135
0.838 0.175 0.581
-1.512 -0.745 -0.661
1.177 -1.356 -1.039
-0.489 -0.587 0.249
-1.022 0.381 -1.112
-0.703 -0.310 -0.310
-0.298 0.191 -0.165
0.278 0.549 -0.947
1.085 -0.137 -0.214
-0.334 0.732 -0.027
0.524 -0.324 -0.330
-0.302 0.635 -0.258
-1.375 -0.200 0.971
0.558 0.483 -0.130
-0.110 -0.365 0.360
0.031 -0.491 -0.331
-0.045 0.195 -0.819
-0.663 -0.086 -0.592
-0.332 0.441 0.077
1.175 -0.087 0.729
-0.034 -0.138 0.139
0.087 -0.111 -0.270
-1.199 0.705 1.097
0.368 0.338 0.651
2.106 0.265 0.709
-0.680 0.105 -0.607
-1.152 0.649 1.438
0.533 -2.322 1.905
0.158 -0.726 1.647
0.175 0.573 -0.347
0.870 1.267 0.672
1.617 -0.656 -1.658
-0.064 -1.025 0.195
0.009 -1.662 -0.665
-0.821 1.948 -1.096
-0.886 0.157 -0.944
-0.210 0.923 -0.030
0.277 0.103 0.449
0.983 -0.484 -0.422
-0.161 -0.250 -0.994
-0.233 -0.334 0.073
0.333 0.796 -0.029
0.552 -0.133 -0.567
-0.843 1.191 -0.642
0.017 0.237 -0.430
-0.109 -0.096 -0.921
-0.468 -0.830 0.210
-0.930 0.639 0.198
-0.282 -0.145 1.213
-0.449 0.026 0.292
-0.064 0.777 0.323
0.162 0.248 -0.486
0.251 -0.268 0.257
-0.463 -1.083 0.173
1.703 0.997 -0.183
0.149 -0.320 -1.276
-0.597 -0.647 -0.226
-0.984 -0.217 -0.072
-0.765 -0.647 -0.669
0.717 -0.334 -0.080
-1.038 -1.043 0.118
-0.322 0.786 1.294
1.624 2.120 -1.825
0.091 -1.678 0.146
-0.414 0.946 -1.139
-0.815 -0.283 -0.098
0.238 0.160 1.169
-0.579 -0.326 0.390
-0.115 0.033 -0.417
-0.001 -0.299 0.088
0.157 0.083 0.860
0.366 0.848 -0.025
0.447 0.570 -0.517
-0.449 -0.989 0.945
0.572 0.832 0.012
0.092 0.326 0.725
0.276 -0.579 -0.436
0.164 -0.027 -0.229
0.401 0.233 -0.980
-0.376 -0.296 -0.491
-0.505 0.624 0.699
-0.695 -0.850 1.395
0.080 -0.260 0.123
0.300 0.029 0.831
-0.116 1.133 -0.037
-1.143 -0.201 1.021
1.010 1.331 0.185
1.795 -0.773 1.245
0.371 0.678 -0.783
0.808 0.235 0.197
0.124 -0.011 0.067
0.245 0.049 -0.427
-0.046 -0.707 0.630
-0.038 -1.613 -0.619
0.238 -0.352 0.385
0.739 0.410 -0.077
-0.107 0.082 -0.511
-0.630 -1.682 -0.047
-0.182 -0.380 0.783
0.169 0.319 -0.215
-0.625 0.420 -0.104
-1.139 -0.119 -1.311
-0.295 0.105 -0.312
0.306 0.018 0.435
-0.693 -0.045 -0.270
-0.154 0.742 0.354
-0.298 -0.585 -0.014
0.225 0.249 0.002
-0.929 0.548 -0.376
-0.061 -0.297 0.251
-0.272 0.630 0.067
0.225 0.235 -0.738
0.412 -0.204 0.185
0.148 0.124 -0.044
-0.652 -2.345 -0.163
-0.085 1.392 -0.598
0.039 -0.272 -0.993
-2.757 1.457 0.843
1.530 1.219 -0.291
1.237 -0.393 -0.323
0.709 -0.435 -0.033
-0.239 1.024 1.245
-0.266 -0.860 -0.886
-0.257 1.108 -0.146
0.303 0.297 -0.048
0.973 -0.369 0.386
-1.157 -0.643 0.753
0.066 0.457 0.319
0.512 -1.296 -0.110
-0.027 2.171 0.272
0.717 -1.209 -0.048
0.563 -0.063 -1.403
0.152 -0.423 0.160
1.152 -0.250 0.975
-0.066 0.898 1.348
-1.656 -1.409 -0.182
-0.476 -0.244 -0.128
-0.193 0.306 -0.675
-0.286 -0.079 0.212
0.049 0.243 -0.551
0.283 -0.527 -0.222
-1.741 0.325 2.295
0.559 0.179 -0.761
0.745 -0.186 -2.217
0.108 1.215 1.377
0.620 0.840 1.425
0.561 0.454 -0.805
-0.709 -0.601 0.139
0.269 -1.027 -0.199
-1.156 -0.801 -0.818
0.417 0.100 -0.179
0.042 0.477 0.051
-1.842 -0.675 -0.151
-0.547 0.545 0.144
-0.412 0.125 0.425
2.308 -1.199 1.076
-0.094 -2.733 0.203
2.067 -0.133 -0.581
-0.649 0.889 -0.847
0.335 0.370 -0.023
-0.272 0.946 -0.694
-0.998 1.242 0.511